Here is C23H20Br2CrN2O2S as an isolated structure from the OMol25 dataset. Energies are from ωB97M-V/def2-TZVPD.

Cartesian coordinates (Å):
C1 1.09081 4.52395 1.47602
H1 -0.28039 -3.24708 -3.64517
N1 -2.44562 0.23660 -0.74223
C2 0.10332 -1.22234 3.16577
H2 -0.90669 4.88049 2.11160
H3 -2.34020 1.80187 1.62935
C3 0.40438 -0.60529 1.95549
C4 0.02994 -2.38679 -4.23605
C5 -1.18456 -1.68267 3.41885
C6 -0.23867 4.23187 1.56162
C7 -4.57871 0.20750 -1.79873
Br1 4.21310 5.32577 1.38216
H4 -1.41497 -2.15254 4.36667
C8 -5.03072 -0.69499 -0.84281
H5 -6.04331 -1.07461 -0.88686
H6 -0.82839 -1.92198 -4.71779
C9 3.34884 3.83115 0.61742
H7 0.87295 -1.33489 3.92013
H8 2.38913 -1.57973 -1.54710
C10 2.11768 1.59922 -0.57678
O1 -0.42423 -0.91586 -2.17297
C11 1.35776 2.54134 0.16428
H9 1.48986 5.40788 1.95457
C12 -1.87955 -0.91040 1.25453
H10 -5.22139 0.56878 -2.58912
C13 1.87043 -2.21071 -2.26609
C14 -4.17770 -1.11088 0.16166
H11 -2.86147 1.30760 -2.45906
C15 -2.88412 -0.61019 0.21178
H12 -4.50130 -1.82828 0.90244
C16 -3.27367 0.62926 -1.72050
H13 2.57886 -2.61750 -2.99010
N2 0.00812 2.26112 0.25457
C17 4.08803 2.92193 -0.07445
C18 1.95018 3.66264 0.76391
S1 0.73923 -1.16893 -3.15535
Cr1 -0.40913 0.49530 -0.76096
C19 3.46679 1.80749 -0.67053
Br2 4.50601 0.56309 -1.62934
H14 -2.71356 3.52928 1.71870
H15 1.41384 -0.25224 1.77034
C20 -2.22561 2.76139 1.12268
H16 0.77263 -2.66492 -4.98399
C21 -0.58553 -0.44248 0.99402
H17 5.15701 3.04898 -0.16816
H18 1.30250 -3.00096 -1.77608
O2 1.46933 0.57817 -1.12246
H19 -3.18655 -1.86905 2.67937
H20 -2.73478 2.69967 0.16111
C22 -2.17991 -1.52798 2.46585
C23 -0.77025 3.07976 0.95141

* orbital gap (alpha / beta): 0.2728 / 0.2755 Ha
* E_LUMO (alpha / beta): -3.152 / -3.182 eV
* multiplicity: 4
* net charge: +1
* ⟨S²⟩: 3.814
* E: -210589.346 eV

Atom charges from the Mulliken analysis, given in e for atoms 1 to 2: atom 1 (C): -0.8365, atom 2 (H): 0.3302

---

Here is one molecule with the formula C23H20N2O7S in a non-equilibrium geometry from the OMol25 dataset. Energies are from ωB97M-V/def2-TZVPD.

Cartesian coordinates (Å):
C1 4.15075 0.28775 1.41741
O1 6.37110 -0.46754 2.21848
N1 1.59583 -0.73449 -1.85616
H1 -0.45622 4.23963 0.61884
C2 -4.39826 -0.11360 0.96185
H2 7.66166 -2.06182 2.01691
H3 3.32437 -0.53347 -3.00990
O2 -3.08695 2.74281 -0.84141
H4 -1.05442 2.62546 -1.20384
C3 7.44317 -1.09087 1.54443
O3 -6.06658 -2.07319 1.71324
C4 -4.25828 0.87462 0.01106
H5 1.62351 -1.71591 -1.63059
C5 -1.44643 3.78424 0.58131
O4 -1.40437 2.67108 1.45540
C6 3.35184 0.34697 0.27928
C7 -3.25325 1.82428 0.14536
C8 0.42786 -0.06530 -1.75074
H6 3.81659 0.67421 2.36517
C9 5.83069 -0.78178 0.05084
H7 5.39260 -1.12253 -2.01301
C10 -2.41075 1.77599 1.26871
H8 -2.19739 4.50062 0.94093
N2 -4.16934 -2.67641 0.22496
C11 -0.73171 -0.89152 -1.31551
C12 -1.80042 3.34154 -0.83520
C13 2.85486 -0.07681 -2.13371
S1 -5.39799 -1.53911 0.56582
H9 2.37203 0.79493 0.34821
C14 5.39294 -0.28239 1.27853
C15 5.04208 -0.73201 -1.07200
C16 -1.75324 -2.41009 0.24502
H10 0.32250 -1.93389 0.24114
C17 -3.08916 -1.35682 -1.45813
O5 0.32299 1.12620 -1.98963
O6 -6.15148 -1.29601 -0.62231
H11 -1.67636 -3.06393 1.10184
H12 -4.90938 0.89897 -0.84628
H13 2.60464 0.96348 -2.36427
H14 -1.85880 4.19551 -1.51028
C18 -1.96968 -0.70211 -1.92453
H15 -4.03390 -3.28571 1.01888
H16 8.33806 -0.45054 1.60232
C19 -2.59320 0.78605 2.23070
C20 -0.62860 -1.77944 -0.24912
C21 -2.99906 -2.17743 -0.33392
H17 -4.05246 -1.22341 -1.92204
H18 -3.71319 -0.95888 2.79509
O7 7.09294 -1.29227 0.19157
H19 -2.04204 -0.02447 -2.76146
H20 -1.93579 0.78081 3.08499
C22 3.77923 -0.14815 -0.94465
C23 -3.57361 -0.17325 2.07040

* orbital gap: 0.3239 Ha
* E_LUMO: 0.502 eV
* net charge: 0
* SMILES: O=C(NCc1ccc2c(c1)OCO2)c1ccc(NS(=O)(=O)c2ccc3c(c2)OCCO3)cc1
* E: -52322.757 eV

Atom charges from the Mulliken analysis, given in e for atoms 1 to 2: atom 1 (C): -1.0997, atom 2 (O): -0.4827